The ion C4H13N2O with charge +1 at a distorted geometry. Source: OMol25; level of theory: ωB97M-V/def2-TZVPD.

The LUMO energy is -2.899 eV. The value obtained for the HOMO energy is -14.038 eV. The calculation puts the orbital gap at 11.1 eV. The energy relative to the best compared isomer or geometry (same formula, charge and spin) is 1.201 eV. As for the structure (SMILES): NCC[C@H]([NH3+])CO.

ORCA input file:
```
! wB97M-V def2-TZVPD RIJCOSX def2/J DEFGRID3
* xyz 1 1
C -1.98726 0.48085 0.14585
O -2.82385 -0.66399 0.06918
C -0.58625 -0.05242 0.45213
C 0.47926 1.01672 0.22569
C 1.90353 0.52986 0.43968
N 2.20444 -0.43848 -0.62781
N -0.38081 -1.28545 -0.37542
H -1.96370 1.00598 -0.79816
H -2.26834 1.05759 1.02099
H -3.71668 -0.42330 -0.20031
H -0.53168 -0.36778 1.48516
H 0.41232 1.43081 -0.78761
H 0.18695 1.83005 0.90132
H 2.59655 1.37376 0.41206
H 2.00173 -0.01084 1.37889
H 0.22240 -1.05418 -1.16907
H 2.24965 0.04624 -1.51728
H 3.14140 -0.79575 -0.48510
H 0.16543 -2.01610 0.07847
H -1.30510 -1.66358 -0.64866
*
```

A cluster of 2 separate species, C4H13N2O in total at a distorted geometry. Source: OMol25; level of theory: ωB97M-V/def2-TZVPD.

The LUMO energy is -3.045 eV. The value obtained for the HOMO energy is -14.186 eV. The calculation puts the orbital gap at 11.1 eV. The energy relative to the best compared isomer or geometry (same formula, charge and spin) is 0.605 eV.

ORCA input file:
```
! wB97M-V def2-TZVPD RIJCOSX def2/J DEFGRID3
* xyz 1 1
C 0.77101 -2.74214 0.51929
C 1.45370 -1.43506 0.38557
O 1.36548 -0.71858 -0.61229
N 1.84553 -0.86726 1.55952
H -0.26241 -2.46658 0.69514
H 1.10055 -3.35304 1.33741
H 2.21905 0.06852 1.53934
H 2.08487 -1.41053 2.37529
H 0.92735 -3.37665 -0.34446
C -0.91030 1.04655 -0.31243
C -2.13197 1.94514 -0.13392
N -0.08376 1.35983 -1.53358
H -0.20043 1.10220 0.53842
H -1.25602 0.01631 -0.26080
H -2.74714 2.02514 -1.03621
H -1.79476 2.96902 0.02498
H 0.48566 2.19500 -1.44497
H 0.53983 0.50530 -1.61294
H -0.63639 1.39456 -2.38786
H -2.76986 1.74227 0.70450
*
```

A cluster of 2 separate species, C4H13N2O in total at a distorted geometry. Source: OMol25; level of theory: ωB97M-V/def2-TZVPD.

The LUMO energy is -3.056 eV. The value obtained for the HOMO energy is -11.262 eV. The calculation puts the orbital gap at 8.2 eV. The energy relative to the best compared isomer or geometry (same formula, charge and spin) is 3.142 eV.

ORCA input file:
```
! wB97M-V def2-TZVPD RIJCOSX def2/J DEFGRID3
* xyz 1 1
C 0.82841 0.77502 0.82758
C 1.69360 -0.04789 -0.23587
C 0.93071 0.11021 -1.52970
C 0.62158 -0.88323 -2.44824
N -0.39922 -1.02107 -3.35704
N -0.29970 -0.02325 1.42768
H 1.51698 0.93589 1.67410
H 0.44285 1.66328 0.32210
H 2.06309 -0.98100 0.19924
H 2.44948 0.61966 -0.41833
H 0.91355 1.25636 -1.89700
H 1.14628 -1.83651 -2.39763
H -0.83326 -0.34621 -3.88144
H -0.38187 -1.92653 -3.72666
H -1.04977 0.35006 2.11101
H 0.19294 -0.76141 1.93045
H -0.80363 -0.45010 0.63896
H -2.88436 1.34700 4.18352
H -3.49058 0.59618 3.02708
O -2.65709 0.62354 3.55021
*
```

The lowest orbital gap belongs to which entry?
number 3

Which value of LUMO does entry 3 give?
-3.056 eV